Computed, not measured: C7H9NO2 in the gas phase in a non-equilibrium geometry, with ωB97M-V with the def2-TZVPD basis set.

Results
**Frontier orbital gap**: 9.06 eV
**ΔE to the lowest compared entry with this formula, charge and spin**: 169.67 kcal/mol
**SMILES**: C#CC1=CO[N@+](C)([O-])CC1
**HOMO**: -8.381 eV

Last column: Mulliken charge in e.
Geometry (Å):
C  -4.0119  0.2719  0.1380  -0.106
C  -2.8029  0.0753  0.0089  -0.932
C  -0.8011  0.9992  0.4970  -0.355
C  -0.6446  -1.2798  -0.6090  -0.482
C  0.8597  -1.0247  -0.0633  -0.518
C  -1.3762  -0.0256  -0.1346  0.516
C  2.6122  0.6426  0.3447  -0.869
N  1.3292  0.3346  -0.2837  0.675
O  0.4764  1.3245  0.5631  -0.371
O  1.2825  0.7258  -1.5605  -0.716
H  -5.0032  0.4490  0.0338  0.524
H  -1.4156  1.7889  0.9836  0.382
H  -0.6016  -1.4346  -1.6590  0.318
H  -0.9493  -2.2621  -0.1960  0.343
H  0.9571  -1.1792  1.0496  0.314
H  1.4230  -1.8234  -0.5760  0.295
H  2.5414  0.2992  1.3333  0.373
H  3.5009  0.3256  -0.1520  0.320
H  2.6242  1.7928  0.2821  0.290

Atomic forces in eV per Å
C 5.2 -1.0 -0.4
C -3.0 0.0 -0.2
C -0.7 1.3 0.1
C 2.0 1.4 2.0
C -2.0 -2.3 0.8
C -1.3 -1.2 0.8
C 0.0 3.2 -0.3
N 0.9 1.4 -4.0
O 0.6 -0.9 0.4
O 0.0 -1.0 2.0
H -2.4 0.4 0.0
H 0.4 -0.7 -0.5
H 0.0 0.4 -1.0
H -0.3 0.8 0.2
H -0.5 -0.1 -1.1
H 0.6 1.1 0.2
H 0.3 -0.2 1.5
H 0.1 -0.9 -0.7
H 0.2 -1.8 0.4

Computed, not measured: C7H9NO2SSi in the gas phase in a non-equilibrium geometry, with ωB97M-V with the def2-TZVPD basis set.

Results
**Frontier orbital gap**: 8.98 eV
**ΔE to the lowest compared entry with this formula, charge and spin**: 39.98 kcal/mol
**SMILES**: [H]/N=C(/[SiH3])S(=O)(=O)c1ccccc1
**HOMO**: -10.019 eV

Last column: Mulliken charge in e.
Geometry (Å):
C  -3.2492  -0.2246  -0.0953  -0.602
C  -2.1984  -1.1901  -0.4494  -0.280
C  -2.8435  1.0806  0.1975  -0.297
C  -0.8485  -0.8128  -0.4330  -0.434
C  -1.5096  1.4936  0.1892  -0.638
C  -0.5334  0.5226  -0.1109  0.556
C  2.0566  -0.1145  0.5568  0.278
N  2.0052  -0.2340  2.0576  -0.602
O  1.2540  2.4495  0.4788  -0.650
O  1.5689  1.1358  -1.6451  -0.593
Si  3.2059  -1.2555  -0.3354  0.324
S  1.1128  1.1943  -0.2792  1.108
H  -4.2682  -0.6339  0.0398  0.357
H  -2.3819  -2.2267  -0.7941  0.332
H  -3.5498  1.9204  0.4175  0.285
H  -0.1664  -1.5497  -0.7523  0.273
H  -1.2035  2.4696  0.3782  0.545
H  1.5751  0.5371  2.5103  0.289
H  3.0444  -2.6494  -0.0438  -0.098
H  2.4014  -1.3081  -1.6384  -0.067
H  4.5281  -0.6043  -0.2488  -0.088

Atomic forces in eV per Å
C 2.0 -1.8 -0.1
C -0.6 1.3 0.4
C -1.0 1.1 0.2
C -1.9 1.4 0.1
C 0.1 -3.4 -0.8
C -0.4 0.9 -0.2
C -1.0 0.3 9.3
N 1.7 -0.8 -8.5
O -0.7 -1.8 -1.0
O -0.5 0.2 0.1
Si -1.2 0.2 -1.9
S 1.3 0.5 1.3
H 0.6 0.8 -0.4
H -0.4 0.8 0.5
H 0.2 -1.2 -0.1
H 1.1 -0.4 -0.2
H 0.3 1.5 0.4
H -1.2 1.3 0.0
H 0.4 -0.7 1.0
H 1.1 0.3 0.2
H 0.0 -0.3 -0.3

Computed, not measured: a molecular structure, C7H9NO2V in a non-equilibrium geometry, with ωB97M-V with the def2-TZVPD basis set.

Results
**Frontier orbital gap (alpha / beta)**: 7.80 / 8.59 eV
**⟨S²⟩**: 3.770
**Multiplicity**: 4
**HOMO (alpha / beta)**: -8.235 / -8.993 eV

Last column: Mulliken charge in e.
Geometry (Å):
V  -0.7622  0.3161  -1.6635  0.418
C  0.3407  -0.0736  -3.2867  -1.006
H  1.4144  -0.1065  -3.4557  0.287
H  -0.2299  -0.9547  -3.8028  0.212
H  -0.1183  0.8809  -3.7203  0.273
H  -1.6370  -1.1743  -2.1637  0.323
H  -1.9101  -0.8838  -1.5151  -0.145
O  1.3900  2.9474  0.8080  -0.651
C  0.8035  2.0660  0.1800  0.647
O  0.3946  2.0214  -1.0506  -0.686
C  0.4777  0.8325  0.9761  0.177
C  0.6433  0.7376  2.3754  -0.400
C  0.2261  -0.4220  3.0338  -0.298
C  -0.3203  -1.4218  2.2456  -0.579
C  -0.4586  -1.2786  0.8791  0.002
N  -0.0943  -0.1362  0.2243  -0.122
H  1.0792  1.5740  2.8915  0.472
H  0.3282  -0.5162  4.1217  0.409
H  -0.6742  -2.3606  2.6935  0.328
H  -0.8929  -2.0479  0.2293  0.339

Atomic forces in eV per Å
V 2.5 3.2 0.8
C -1.9 -1.3 -1.3
H -0.2 0.1 0.0
H 1.4 1.4 0.3
H 0.6 -0.6 0.0
H 0.1 -0.6 -0.6
H -1.5 -0.9 0.5
O -0.4 -0.3 -1.1
C 0.3 0.8 0.1
O -0.3 -0.2 0.6
C -0.7 -0.8 0.1
C -0.2 -0.6 -0.7
C 0.3 0.9 -0.4
C -0.5 -1.4 0.2
C 0.1 0.8 -0.6
N -0.2 -1.3 2.3
H 0.1 0.2 0.0
H -0.1 0.0 -0.6
H 0.2 0.5 -0.2
H 0.2 0.2 0.6

Computed, not measured: C7H9NO3 in the gas phase in a non-equilibrium geometry, with ωB97M-V with the def2-TZVPD basis set.

Results
**Frontier orbital gap**: 9.64 eV
**ΔE to the lowest compared entry with this formula, charge and spin**: 9.46 kcal/mol
**SMILES**: NCCc1cc(=O)c(O)co1
**HOMO**: -9.028 eV

Last column: Mulliken charge in e.
Geometry (Å):
C  2.4758  -0.2316  0.2146  -0.476
C  1.5663  -0.1564  -0.9895  -0.745
C  0.1165  -0.1092  -0.5776  0.305
C  -0.6862  0.9911  -0.5801  -0.299
C  -2.0436  0.8930  -0.2073  0.851
C  -2.4504  -0.4986  0.1955  0.287
C  -1.6057  -1.5215  0.0916  -0.620
H  1.3314  0.7498  1.6152  0.230
H  2.9506  0.9579  1.8001  0.232
H  2.3577  -1.2440  0.6677  0.243
H  3.5064  -0.1066  -0.1469  0.393
H  1.8110  0.7954  -1.5165  0.287
H  1.7347  -0.9773  -1.6635  0.339
H  -0.4025  2.0062  -0.8506  0.351
H  -4.1394  0.2670  0.3920  0.390
H  -1.8061  -2.5718  0.2392  0.391
N  2.2012  0.8883  1.1214  -0.550
O  -2.8798  1.7941  -0.1274  -0.725
O  -3.7378  -0.6300  0.5303  -0.583
O  -0.3001  -1.2958  -0.2084  -0.302

Atomic forces in eV per Å
C 0.3 -0.3 0.4
C -0.4 1.8 -0.2
C 0.6 1.3 -0.7
C 0.5 0.4 -0.3
C -0.9 -1.1 1.2
C -0.5 1.1 -0.6
C 0.2 -0.2 0.3
H -0.1 0.0 0.1
H -0.2 0.0 0.1
H 0.3 0.6 -0.1
H -0.2 -0.3 0.2
H -0.3 -0.7 0.2
H 0.0 -0.4 -0.3
H 0.6 -0.5 -0.1
H 0.4 -0.5 0.1
H -0.1 0.1 0.2
N 0.4 -0.3 -0.2
O 0.2 -0.3 -0.2
O -0.6 0.4 0.0
O -0.1 -1.1 -0.1

Computed, not measured: C7H9NO3 in the gas phase in a non-equilibrium geometry, with ωB97M-V with the def2-TZVPD basis set.

Results
**Frontier orbital gap**: 8.88 eV
**ΔE to the lowest compared entry with this formula, charge and spin**: 78.55 kcal/mol
**SMILES**: NCCc1cc(=O)c(O)co1
**HOMO**: -8.696 eV

Last column: Mulliken charge in e.
Geometry (Å):
C  2.4765  -0.2264  0.3008  -0.512
C  1.6184  -0.2173  -0.9441  -0.544
C  0.1092  0.1271  -0.6270  0.315
C  -0.8253  1.0564  -0.5184  -0.558
C  -2.2717  0.9525  -0.1628  0.654
C  -2.5628  -0.5321  0.2902  0.423
C  -1.5106  -1.5168  0.1470  -0.648
H  1.4032  0.9670  1.5071  0.265
H  3.1907  1.3081  1.5574  0.235
H  2.1914  -1.1977  0.8790  0.185
H  3.5192  -0.4408  -0.1498  0.359
H  2.3210  0.4486  -1.5988  0.343
H  1.6132  -1.1953  -1.3779  0.289
H  -0.3459  1.8979  -0.7347  0.515
H  -4.2907  0.2305  0.7056  0.400
H  -1.6851  -2.5948  0.0290  0.328
N  2.3612  1.0379  0.9703  -0.522
O  -3.1888  1.8025  -0.3280  -0.687
O  -3.8222  -0.7230  0.5525  -0.567
O  -0.3010  -1.1844  -0.4977  -0.269

Atomic forces in eV per Å
C 1.1 -2.8 -0.2
C 1.0 3.4 -1.1
C 0.5 -5.0 -0.7
C -1.6 -0.4 0.9
C 0.2 -1.3 -0.7
C 3.9 1.1 -1.9
C -2.3 2.6 -1.6
H 2.9 0.8 -0.9
H -1.6 -0.7 -0.5
H 0.6 1.7 -0.3
H -1.3 0.5 1.2
H -2.4 -0.6 0.5
H -0.2 -0.4 -0.3
H 0.9 4.5 -0.8
H 1.7 -2.8 -0.8
H 0.0 0.6 0.6
N -1.3 0.1 1.9
O 2.4 -2.4 1.0
O -2.7 1.6 1.5
O -1.8 -0.5 2.0

Computed, not measured: C7H9NO4S in the gas phase in a non-equilibrium geometry, with ωB97M-V with the def2-TZVPD basis set.

Results
**Frontier orbital gap (alpha / beta)**: 6.27 / 4.72 eV
**ΔE to the lowest compared entry with this formula, charge and spin**: 0.00 kcal/mol
**⟨S²⟩**: 2.012
**Multiplicity**: 3
**HOMO (alpha / beta)**: -6.300 / -7.735 eV

Last column: Mulliken charge in e.
Geometry (Å):
C  2.1904  -0.8198  -1.8264  -0.607
C  2.9941  -0.0650  -0.9243  -0.668
C  1.3017  -1.4805  -1.0209  0.264
C  2.6147  -0.2916  0.3514  0.271
C  -0.8324  -0.5124  1.8921  0.546
C  -1.7842  1.5606  0.9883  -1.074
C  -0.7801  0.4697  0.6872  -0.285
N  1.5620  -1.1653  0.2885  -0.097
O  -1.4305  -0.4723  2.9080  -0.395
O  0.9814  -1.9177  2.9473  -0.405
O  0.2727  -2.3205  -1.2526  -0.489
O  3.1719  0.1342  1.5523  -0.528
S  0.3958  -2.0843  1.6252  0.402
H  2.3056  -0.7363  -2.8610  0.525
H  3.9231  0.2821  -1.2737  0.417
H  -2.7877  1.2466  0.5907  0.273
H  -1.5102  2.5629  0.6340  0.360
H  -1.8118  1.5738  2.1895  0.238
H  0.2204  0.8744  0.6976  0.226
H  -0.9714  0.0004  -0.2496  0.376
H  0.5015  -3.0025  -1.8637  0.321
H  3.4603  -0.6433  2.0461  0.332

Atomic forces in eV per Å
C -0.7 0.1 1.7
C 0.7 -0.2 -0.5
C 1.3 0.6 -0.1
C 0.3 -0.2 0.5
C 0.2 1.0 -0.7
C -1.2 -0.1 2.6
C -0.3 0.2 1.3
N -1.0 -0.5 0.3
O 0.3 -0.5 -0.5
O 0.7 -0.5 1.4
O -1.2 0.2 0.6
O -0.6 -0.2 -0.8
S -0.4 0.0 -0.7
H -0.2 -0.3 -1.4
H 0.9 1.1 0.1
H 0.8 0.6 0.6
H 0.0 -0.5 -0.1
H -0.4 0.6 -2.8
H 0.5 -0.1 -0.1
H 0.1 -0.7 -0.6
H 0.4 -0.6 -0.6
H -0.1 0.0 0.0

Computed, not measured: 2 unconnected molecules or ions with the total composition C7H9NO4S in a non-equilibrium geometry, with ωB97M-V with the def2-TZVPD basis set.

Results
**Frontier orbital gap (alpha / beta)**: 6.26 / 5.82 eV
**ΔE to the lowest compared entry with this formula, charge and spin**: 7.39 kcal/mol
**⟨S²⟩**: 2.009
**Multiplicity**: 3
**HOMO (alpha / beta)**: -5.927 / -7.799 eV

Last column: Mulliken charge in e.
Geometry (Å):
C  -4.3260  0.3949  -0.3237  -0.525
C  -3.8154  -0.4535  0.6607  -0.683
C  -3.2458  0.8310  -1.0952  0.497
C  -2.4589  -0.4600  0.5768  0.173
C  2.8602  -1.2224  -0.4868  0.395
C  4.9884  -0.7122  0.8573  -0.899
C  3.8376  -0.4244  -0.1245  -0.323
N  -2.0974  0.3151  -0.5746  0.018
O  2.1986  -2.1136  -0.8686  -0.416
O  0.1100  1.9705  -0.2720  -0.443
O  -3.1272  1.7114  -2.1578  -0.471
O  -1.3943  -1.0075  1.2447  -0.524
S  -0.4986  0.5996  -0.9872  0.098
H  -5.3806  0.7805  -0.3774  0.343
H  -4.3543  -0.6944  1.4327  0.544
H  5.2637  -1.7507  1.1868  0.319
H  4.7713  -0.0419  1.7033  0.293
H  5.9125  -0.2546  0.4114  0.296
H  0.0461  1.8382  0.7004  0.349
H  4.0521  0.5946  -0.3620  0.341
H  -2.2047  1.9665  -2.0927  0.291
H  -1.1371  -1.8672  0.9484  0.326

Atomic forces in eV per Å
C -0.4 2.1 -2.5
C 3.6 1.3 -2.1
C -1.8 1.0 -0.4
C 1.0 -0.3 -1.1
C -1.0 1.2 -1.6
C 1.1 -0.1 -0.3
C 3.5 -0.1 2.7
N 0.8 -0.6 1.5
O -1.3 -2.2 -0.1
O -1.1 -0.2 1.1
O -0.8 -1.1 1.3
O -1.0 1.2 1.0
S 0.2 -0.5 -1.0
H 1.4 -0.7 -0.2
H -2.7 -2.1 4.1
H -0.8 0.9 -0.4
H 0.1 -0.4 0.2
H -0.6 -0.4 0.3
H 0.4 0.1 -0.7
H -0.9 1.2 -0.9
H 0.5 0.4 -0.5
H 0.0 -0.9 -0.6

Computed, not measured: C7H9NOS in the gas phase in a non-equilibrium geometry, with ωB97M-V with the def2-TZVPD basis set.

Results
**Frontier orbital gap**: 8.64 eV
**ΔE to the lowest compared entry with this formula, charge and spin**: 38.53 kcal/mol
**SMILES**: CC=C=C(C)C(=O)NC=S
**HOMO**: -8.896 eV

Last column: Mulliken charge in e.
Geometry (Å):
C  -0.3338  -0.1971  -0.1871  -0.078
C  0.3648  1.8379  2.2041  -0.115
C  -0.0476  -0.6077  2.2581  0.475
C  -0.9791  0.3114  -1.1925  -0.454
C  0.1066  -0.9411  0.8133  0.570
C  -0.4234  1.0487  -2.3676  -1.034
C  0.7911  -2.2526  0.5160  -1.308
N  0.0575  0.6452  2.7497  -0.131
O  -0.2575  -1.4911  3.0607  -0.621
S  -0.2023  3.1639  2.9598  -0.315
H  -1.9834  0.2014  -1.1563  0.446
H  0.8345  1.9624  1.2476  0.353
H  -1.2044  1.9259  -2.3325  0.262
H  -0.6820  0.5736  -3.3009  0.332
H  0.6069  1.4018  -2.3555  0.325
H  1.2788  -2.5261  1.5101  0.336
H  1.3427  -2.1510  -0.3693  0.416
H  0.0106  -2.9811  0.4693  0.313
H  -0.2097  0.6367  3.6773  0.229

Atomic forces in eV per Å
C -0.1 -0.5 1.1
C -1.4 1.3 0.5
C 0.7 -1.2 -0.8
C 3.8 -0.2 -0.1
C 0.3 1.1 -0.7
C -2.7 2.5 0.6
C -1.1 0.0 3.4
N 1.0 0.2 -2.0
O -0.2 -0.5 0.0
S 0.5 0.5 0.0
H -3.2 -0.7 -0.2
H 0.3 -0.8 -0.3
H 2.0 -0.7 -0.6
H 0.2 -0.5 -0.2
H -0.2 -0.2 0.3
H 0.3 0.2 -1.8
H 1.1 -0.3 -0.9
H -0.4 -0.8 -0.6
H -0.8 0.5 2.4

Computed, not measured: a molecular structure, C7H9NOS in a non-equilibrium geometry, with ωB97M-V with the def2-TZVPD basis set.

Results
**Frontier orbital gap**: 8.87 eV
**ΔE to the lowest compared entry with this formula, charge and spin**: 107.38 kcal/mol
**HOMO**: -8.549 eV

Last column: Mulliken charge in e.
Geometry (Å):
C  -1.8729  -1.2086  1.7038  -0.462
C  -0.8296  -1.8269  1.0593  -0.506
C  -1.8946  0.2318  1.7204  -0.614
C  0.2975  -1.0684  0.6821  -0.263
C  -0.9918  0.9361  0.9300  -0.613
C  0.1424  0.3079  0.5204  0.613
C  0.9483  0.0814  -2.8737  -0.743
N  1.2298  0.9961  0.1355  -0.447
O  2.1539  2.2074  -1.9695  -0.628
S  1.7872  0.8286  -1.6154  0.527
H  -2.8013  -1.6742  1.9828  0.366
H  -0.7622  -2.9575  1.1404  0.285
H  -2.5812  0.7611  2.2180  0.501
H  1.1313  -1.4592  0.1303  0.362
H  -0.9789  1.9650  0.8049  0.437
H  0.0945  0.6361  -3.0750  0.333
H  0.7503  -0.9601  -2.5939  0.301
H  1.2599  2.2412  0.4446  0.347
H  2.9174  -0.0381  -1.3451  0.206

Atomic forces in eV per Å
C -0.6 2.8 -0.5
C 1.5 -1.8 1.1
C 2.4 -2.8 -2.7
C -1.8 -0.3 -1.4
C -0.6 -1.3 1.9
C -0.3 -2.0 0.9
C 2.1 -1.1 2.7
N 3.2 6.1 -1.4
O 0.1 -1.2 0.9
S 0.3 0.5 -0.7
H 0.2 -0.6 0.6
H -0.1 1.5 -0.6
H -2.9 1.6 1.7
H 0.5 -0.7 0.5
H -0.5 2.0 0.0
H -1.6 1.1 -0.6
H 0.1 0.1 -0.3
H -0.3 -5.1 -1.6
H -1.6 1.1 -0.3

Computed, not measured: a molecular structure, C7H9NOS in a non-equilibrium geometry, with ωB97M-V with the def2-TZVPD basis set.

Results
**Frontier orbital gap**: 9.31 eV
**ΔE to the lowest compared entry with this formula, charge and spin**: 32.20 kcal/mol
**HOMO**: -8.711 eV

Last column: Mulliken charge in e.
Geometry (Å):
C  -0.6064  1.9570  -0.7940  0.394
C  0.5691  1.2108  -0.2349  0.562
C  -1.6395  -0.2202  0.2348  0.558
C  -0.4673  3.1386  -1.3796  -0.844
C  -2.1414  -1.2918  0.7872  -0.709
C  1.5028  -2.0135  -0.0305  -0.979
C  1.1063  -0.9004  0.9388  -0.773
N  0.2492  0.0627  0.3415  -0.118
O  1.6987  1.6635  -0.3161  -0.668
S  -2.1764  1.1509  -0.6267  -0.194
H  -1.2905  3.6912  -1.7943  0.283
H  0.5215  3.5614  -1.4431  0.308
H  -3.2061  -1.4637  0.7524  0.277
H  -1.5372  -2.0270  1.2857  0.249
H  2.1304  -2.7425  0.4748  0.358
H  0.6181  -2.5162  -0.4161  0.260
H  2.0572  -1.5936  -0.8658  0.305
H  0.6118  -1.3150  1.8241  0.350
H  2.0000  -0.3524  1.2616  0.381

Atomic forces in eV per Å
C -0.3 0.1 -0.1
C 0.2 0.3 0.0
C 5.1 0.6 0.4
C 0.0 -0.3 0.2
C -0.2 0.0 0.0
C -0.1 0.2 0.2
C 0.5 -0.3 0.0
N -5.4 -0.9 -0.2
O 0.4 0.1 0.0
S -0.2 0.4 -0.3
H -0.2 0.1 -0.1
H 0.2 0.0 0.0
H -0.1 0.0 0.0
H 0.2 -0.1 0.1
H 0.1 -0.1 0.0
H 0.0 -0.1 0.0
H 0.0 0.0 -0.1
H 0.1 0.1 0.0
H -0.1 -0.1 0.1